The following is a quantum chemistry calculation of a 2-piece molecular cluster, C3H10N3S2 overall, from the OMol25 dataset.

Output
**Total energy**: -1080.6322 Ha
**Highest occupied orbital energy (spin up / spin down)**: -0.407 / -0.464 hartree
**Largest force on an atom**: 4.4 eV/A
**Energy relative to the best compared isomer or geometry (same formula, charge and spin)**: 0.000 eV
**<S²>**: 2.0131

ORCA input file:
```
! wB97M-V def2-TZVPD RIJCOSX def2/J DEFGRID3
* xyz 1 3
C -1.303 -0.749 -0.265
C 2.440 -0.875 -0.042
C 1.053 -0.282 0.019
N -2.114 -1.748 -0.717
N -1.738 0.462 0.056
N -0.014 -1.056 -0.212
S -0.185 5.002 1.649
S -0.633 3.155 1.459
H 2.202 -1.937 -0.196
H 3.148 -0.698 -0.909
H 3.106 -0.625 0.723
H 1.051 0.743 0.456
H -3.099 -1.606 -0.395
H -1.783 -2.427 -1.346
H -2.532 0.906 -0.286
H -1.233 1.173 0.703
H 0.199 -2.074 -0.309
H -1.352 5.676 1.621
*
```

How positive or negative is each atom? The Mulliken charges in e answer that: C 0.72; C -1.04; C 0.18; N -0.43; N -0.18; N -0.14; S -0.01; S -0.13; H 0.22; H 0.27; H 0.33; H 0.09; H 0.25; H 0.23; H 0.23; H -0.03; H 0.24; H 0.20


The following is a quantum chemistry calculation of a 2-piece molecular cluster, C3H10N4 overall, from the OMol25 dataset.

Output
**Total energy**: -339.1812 Ha
**Highest occupied orbital energy**: -0.315 hartree
**Largest force on an atom**: 4.6 eV/A
**Energy relative to the best compared isomer or geometry (same formula, charge and spin)**: 3.992 eV
**SMILES string**: [H]/N=C/N(N)N.C=C

ORCA input file:
```
! wB97M-V def2-TZVPD RIJCOSX def2/J DEFGRID3
* xyz 0 1
C 1.020 0.591 -0.147
C -0.639 -1.031 1.656
C -0.483 0.316 1.672
N 0.140 0.366 -1.206
N 1.894 -0.352 0.117
N -0.848 1.325 -1.446
N -0.261 -0.966 -1.458
H 2.835 0.013 0.247
H 1.228 1.668 -0.088
H -0.999 1.406 -2.447
H -1.730 1.052 -1.006
H 0.356 -1.317 -2.183
H -0.107 -1.592 -0.665
H -1.543 -1.490 1.285
H 0.175 -1.695 1.903
H -1.338 0.952 1.489
H 0.299 0.753 2.278
*
```

How positive or negative is each atom? The Mulliken charges in e answer that: C -0.30; C -0.66; C -0.55; N 0.46; N -0.64; N -0.60; N -0.70; H 0.21; H 0.48; H 0.25; H 0.24; H 0.27; H 0.28; H 0.31; H 0.34; H 0.29; H 0.33


The following is a quantum chemistry calculation of a 2-piece molecular cluster, C3H10N4O overall, from the OMol25 dataset.

Output
**Total energy**: -414.5781 Ha
**Highest occupied orbital energy**: -0.327 hartree
**Largest force on an atom**: 0.7 eV/A
**Energy relative to the best compared isomer or geometry (same formula, charge and spin)**: 0.956 eV
**SMILES string**: N/C=C/N.NC(N)=O

ORCA input file:
```
! wB97M-V def2-TZVPD RIJCOSX def2/J DEFGRID3
* xyz 0 1
N 1.179 -0.147 2.825
C 1.823 0.169 1.644
N 1.493 1.397 1.133
O 2.598 -0.592 1.102
H 1.491 -1.026 3.213
H 1.047 0.574 3.517
H 1.793 1.581 0.192
H 0.597 1.776 1.389
C -1.479 -0.138 -2.065
C -0.966 -0.696 -0.985
N 0.277 -1.386 -0.966
N -2.704 0.597 -2.042
H -0.961 -0.239 -3.014
H -1.531 -0.592 -0.055
H 0.173 -2.362 -0.726
H 0.921 -0.969 -0.308
H -3.210 0.457 -2.905
H -2.541 1.593 -1.950
*
```

How positive or negative is each atom? The Mulliken charges in e answer that: N -0.47; C 0.53; N -0.42; O -0.60; H 0.24; H 0.22; H 0.26; H 0.24; C -0.17; C -0.23; N -0.58; N -0.58; H 0.33; H 0.32; H 0.25; H 0.20; H 0.26; H 0.22


The following is a quantum chemistry calculation of a 3-piece molecular cluster, C3H10N4O overall, from the OMol25 dataset.

Output
**Total energy**: -414.3856 Ha
**Highest occupied orbital energy (spin up / spin down)**: -0.252 / -0.254 hartree
**Largest force on an atom**: 1.6 eV/A
**Energy relative to the best compared isomer or geometry (same formula, charge and spin)**: 6.194 eV

ORCA input file:
```
! wB97M-V def2-TZVPD RIJCOSX def2/J DEFGRID3
* xyz 0 1
C 0.071 0.165 0.763
C 1.851 1.763 -0.074
N 0.407 0.004 -0.506
C -1.244 -1.716 0.235
N -0.409 0.621 -1.450
N 0.793 -0.415 1.761
N -2.100 -1.666 -0.792
O -1.104 -2.600 1.042
H -0.635 0.935 1.081
H -0.723 1.548 -1.162
H 0.121 0.698 -2.309
H 1.279 -1.258 1.487
H 0.298 -0.525 2.633
H -1.968 -0.927 -1.468
H -2.694 -2.459 -1.020
H 2.496 1.486 0.749
H 1.258 2.662 0.087
H 2.302 1.686 -1.056
*
```

How positive or negative is each atom? The Mulliken charges in e answer that: C -0.31; C -0.98; N -0.30; C 0.32; N -0.41; N -0.39; N -0.30; O -0.54; H 0.40; H 0.23; H 0.24; H 0.28; H 0.26; H 0.31; H 0.25; H 0.34; H 0.34; H 0.28


The following is a quantum chemistry calculation of a 2-piece molecular cluster, C3H10N4O overall, from the OMol25 dataset.

Output
**Total energy**: -413.7459 Ha
**Highest occupied orbital energy**: -0.685 hartree
**Largest force on an atom**: 4.4 eV/A
**Energy relative to the best compared isomer or geometry (same formula, charge and spin)**: 3.921 eV

ORCA input file:
```
! wB97M-V def2-TZVPD RIJCOSX def2/J DEFGRID3
* xyz 2 1
C -0.102 1.430 1.418
C 0.854 -1.702 -0.787
C -2.315 -0.080 -1.622
N 0.892 1.464 2.234
N -0.294 -0.738 -0.636
N 1.567 2.495 2.839
N -1.072 -0.736 -1.570
O -0.935 1.498 0.625
H 1.675 -1.461 -0.014
H 0.567 -2.725 -0.711
H 1.308 -1.713 -1.690
H -2.443 0.671 -0.842
H -2.394 0.745 -2.483
H -3.120 -0.869 -1.780
H 1.529 0.568 2.433
H 1.051 3.403 2.722
H 1.613 2.326 3.809
H -0.941 -1.435 -2.305
*
```

How positive or negative is each atom? The Mulliken charges in e answer that: C 0.69; C -0.85; C -0.71; N 0.03; N -0.04; N -0.56; N 0.15; O -0.18; H 0.24; H 0.43; H 0.43; H 0.35; H 0.33; H 0.34; H 0.39; H 0.32; H 0.31; H 0.34


The following is a quantum chemistry calculation of an isolated ion of composition C3H10N4S and charge +2, from the OMol25 dataset.

Output
**Total energy**: -736.5977 Ha
**Highest occupied orbital energy (spin up / spin down)**: -0.599 / -0.682 hartree
**Largest force on an atom**: 6.4 eV/A
**Energy relative to the best compared isomer or geometry (same formula, charge and spin)**: 1.011 eV
**<S²>**: 2.0275

ORCA input file:
```
! wB97M-V def2-TZVPD RIJCOSX def2/J DEFGRID3
* xyz 2 3
C 0.828 0.371 -0.224
C 0.653 1.214 -1.438
C -1.765 -0.126 1.525
N 0.328 1.023 0.856
N 1.804 -0.450 -0.141
N -0.632 0.904 1.550
N -1.551 -1.077 0.571
S 2.851 -1.137 -1.302
H 0.918 0.740 -2.410
H 1.277 2.063 -1.263
H -0.361 1.612 -1.456
H 3.951 -0.877 -0.513
H -1.965 -0.482 2.467
H -2.678 0.449 1.483
H -1.870 -1.187 -0.375
H -0.724 1.612 2.270
H -0.916 -1.778 0.837
H 2.836 -2.473 -0.732
*
```

How positive or negative is each atom? The Mulliken charges in e answer that: C 0.75; C -1.28; C -0.43; N -0.07; N -0.43; N 0.14; N -0.28; S 0.08; H 0.48; H 0.39; H 0.33; H 0.37; H 0.39; H 0.35; H 0.27; H 0.28; H 0.29; H 0.38


The following is a quantum chemistry calculation of C3H10N5 as an isolated structure, from the OMol25 dataset.

Output
**Total energy**: -393.6785 Ha
**Highest occupied orbital energy**: -0.460 hartree
**Largest force on an atom**: 3.9 eV/A
**Energy relative to the best compared isomer or geometry (same formula, charge and spin)**: 4.884 eV

ORCA input file:
```
! wB97M-V def2-TZVPD RIJCOSX def2/J DEFGRID3
* xyz 1 1
C -0.333 -0.871 2.215
C -1.827 0.803 1.525
C 1.850 0.232 -2.268
N 0.527 -0.925 1.031
N 0.398 -0.613 -0.097
N 0.379 -0.312 -1.235
N 1.583 0.525 -3.495
N -1.615 -0.570 1.893
H -0.082 -1.825 2.738
H 0.147 -0.039 2.920
H -0.853 1.250 1.261
H -2.709 0.988 0.821
H -2.212 1.436 2.393
H 2.263 -0.858 -2.040
H 2.048 0.977 -1.521
H 1.556 -0.291 -4.157
H 1.139 1.472 -3.692
H -2.257 -1.379 1.707
*
```

How positive or negative is each atom? The Mulliken charges in e answer that: C -0.37; C -0.85; C -0.26; N -0.47; N 1.20; N -0.83; N -0.27; N -0.15; H 0.31; H 0.31; H 0.31; H 0.28; H 0.28; H 0.29; H 0.34; H 0.31; H 0.31; H 0.26


The following is a quantum chemistry calculation of a 2-piece molecular cluster, C3H10NO overall, from the OMol25 dataset.

Output
**Total energy**: -250.2602 Ha
**Highest occupied orbital energy**: -0.097 hartree
**Largest force on an atom**: 1.1 eV/A
**Energy relative to the best compared isomer or geometry (same formula, charge and spin)**: 0.849 eV

ORCA input file:
```
! wB97M-V def2-TZVPD RIJCOSX def2/J DEFGRID3
* xyz -1 1
C 2.502 -0.706 0.312
O 1.358 -1.456 0.381
H 2.540 -0.027 -0.568
H 2.658 -0.067 1.216
H 3.433 -1.316 0.219
C -2.158 1.502 -0.715
C -0.854 0.745 -0.444
N -1.013 -0.422 0.416
H -2.186 2.508 -0.260
H -2.366 1.544 -1.778
H -2.999 1.020 -0.211
H -0.530 0.352 -1.378
H -0.040 1.408 -0.125
H -0.001 -0.894 0.456
H -1.131 -0.113 1.381
*
```

How positive or negative is each atom? The Mulliken charges in e answer that: C -0.59; O -0.87; H 0.16; H 0.17; H 0.22; C -0.98; C -0.25; N -0.84; H 0.27; H 0.25; H 0.33; H 0.25; H 0.24; H 0.45; H 0.20


The following is a quantum chemistry calculation of a 2-piece molecular cluster, C3H10NO overall, from the OMol25 dataset.

Output
**Total energy**: -249.9659 Ha
**Highest occupied orbital energy**: -0.496 hartree
**Largest force on an atom**: 6.7 eV/A
**Energy relative to the best compared isomer or geometry (same formula, charge and spin)**: 2.391 eV

ORCA input file:
```
! wB97M-V def2-TZVPD RIJCOSX def2/J DEFGRID3
* xyz 1 1
C -1.739 -0.302 0.832
N -1.222 -0.342 -0.669
H -1.183 0.324 1.429
H -2.918 -0.255 0.714
H -1.556 -1.337 1.168
H -0.365 0.269 -0.608
H -1.821 0.125 -1.471
H -1.113 -1.290 -1.079
C 1.745 -0.351 0.705
C 2.019 0.708 -0.105
O 0.990 0.819 -1.119
H 2.148 -0.306 1.770
H 1.142 -1.149 0.310
H 2.682 1.599 -0.054
H 1.192 1.488 -1.824
*
```

How positive or negative is each atom? The Mulliken charges in e answer that: C -0.67; N -0.33; H 0.32; H 0.33; H 0.34; H 0.20; H 0.43; H 0.37; C -0.86; C 0.16; O -0.57; H 0.24; H 0.39; H 0.32; H 0.32


The following is a quantum chemistry calculation of C3H10NO as an isolated structure, from the OMol25 dataset.

Output
**Total energy**: -249.7652 Ha
**Highest occupied orbital energy**: -0.460 hartree
**Largest force on an atom**: 3.3 eV/A
**Energy relative to the best compared isomer or geometry (same formula, charge and spin)**: 7.853 eV

ORCA input file:
```
! wB97M-V def2-TZVPD RIJCOSX def2/J DEFGRID3
* xyz 1 1
C 1.474 0.235 -1.350
O 1.418 0.562 0.520
H 0.731 0.054 -2.142
H 2.082 1.095 -1.604
H 2.062 -0.638 -1.094
H 0.953 1.268 1.034
C -1.150 -0.326 1.071
C -1.698 0.640 0.275
N -0.324 -1.339 0.704
H -1.615 -0.540 2.029
H -2.153 0.493 -0.709
H -1.706 1.695 0.498
H -0.086 -2.089 1.350
H -0.627 -1.679 -0.217
H 0.637 0.569 -0.366
*
```

How positive or negative is each atom? The Mulliken charges in e answer that: C -0.51; O -0.40; H 0.29; H 0.36; H 0.27; H 0.44; C -0.20; C -0.74; N -0.30; H 0.35; H 0.33; H 0.33; H 0.24; H 0.30; H 0.24


The following is a quantum chemistry calculation of a 2-piece molecular cluster, C3H10NO overall, from the OMol25 dataset.

Output
**Total energy**: -250.0295 Ha
**Highest occupied orbital energy**: -0.531 hartree
**Largest force on an atom**: 1.2 eV/A
**Energy relative to the best compared isomer or geometry (same formula, charge and spin)**: 0.662 eV

ORCA input file:
```
! wB97M-V def2-TZVPD RIJCOSX def2/J DEFGRID3
* xyz 1 1
C 0.570 -0.865 0.837
C -0.448 0.237 0.834
C -1.564 0.196 1.529
N -0.223 1.213 -0.249
H 0.722 -1.385 1.773
H 0.102 -1.583 0.161
H 1.498 -0.604 0.336
H -2.326 0.967 1.614
H -1.685 -0.684 2.150
H 0.366 2.012 0.001
H -1.112 1.596 -0.574
H 0.225 0.759 -1.085
H 1.932 -0.192 -2.549
H 0.760 -1.111 -2.729
O 1.181 -0.555 -2.050
*
```

How positive or negative is each atom? The Mulliken charges in e answer that: C -1.31; C 0.69; C -0.89; N -0.20; H 0.41; H 0.32; H 0.34; H 0.30; H 0.25; H 0.38; H 0.42; H 0.30; H 0.32; H 0.29; O -0.62


The following is a quantum chemistry calculation of a 2-piece molecular cluster, C3H10NO overall, from the OMol25 dataset.

Output
**Total energy**: -249.8116 Ha
**Highest occupied orbital energy**: -0.586 hartree
**Largest force on an atom**: 2.5 eV/A
**Energy relative to the best compared isomer or geometry (same formula, charge and spin)**: 6.590 eV

ORCA input file:
```
! wB97M-V def2-TZVPD RIJCOSX def2/J DEFGRID3
* xyz 1 1
O 0.792 0.102 1.807
C 1.967 0.446 1.048
C 1.646 0.262 -0.447
N 0.269 0.206 -0.601
C -2.826 -0.633 -0.426
H 0.097 0.164 1.103
H 2.130 1.422 1.553
H 2.928 -0.020 1.307
H 2.146 -0.696 -0.747
H 2.087 0.960 -1.182
H 0.036 0.375 -1.590
H -3.603 0.114 -0.548
H -2.374 -0.673 0.566
H -2.041 -0.423 -1.165
H -3.254 -1.606 -0.677
*
```

How positive or negative is each atom? The Mulliken charges in e answer that: O -0.41; C -0.44; C -0.19; N -0.26; C -0.73; H 0.45; H 0.31; H 0.36; H 0.37; H 0.43; H 0.34; H 0.26; H 0.16; H 0.06; H 0.29